No. 1
Molecular formula: C6H9N3OS
Method: DFT, the ωB97M-V functional and the def2-TZVPD basis

Output
Kohn-Sham gap: 0.3410 Ha
Energy: -871.706963 Eh
SMILES: CNc1nc(CC(C)=O)ns1
Energy above the lowest of the compared OMol25 structures with the same formula, charge and spin: 0.0 kJ/mol

```
! wB97M-V def2-TZVPD RIJCOSX def2/J DEFGRID3
* xyz 0 1
C -1.15698 3.67563 -0.60346
N -0.28282 2.56133 -0.49801
C -0.49042 1.31546 -0.00428
N 0.23223 0.30021 -0.35505
C -0.38529 -0.81204 0.11051
C 0.15650 -2.14663 -0.21513
C 1.64165 -2.32907 -0.57824
C 2.76181 -1.62250 0.12990
O 1.97278 -3.06573 -1.48394
N -1.30807 -0.62400 1.03533
S -1.66239 0.97362 1.23643
H -2.05172 3.57912 -1.25909
H -0.47721 4.45526 -0.99951
H -1.54323 3.89289 0.38985
H 0.57454 2.58872 -1.03069
H -0.42468 -2.65648 -0.96777
H -0.01902 -2.76865 0.76300
H 2.81214 -2.01259 1.13953
H 2.58656 -0.45120 0.16505
H 3.70567 -1.82706 -0.42342
*
```

In the Löwdin picture, each atom carries the following charge in e:
1 C -0.1087
2 N -0.0751
3 C -0.6392
4 N 0.1082
5 C -0.4865
6 C -0.0554
7 C -0.4460
8 C -0.0311
9 O 0.0640
10 N -0.2942
11 S 1.0102
12 H 0.0944
13 H 0.0995
14 H 0.0717
15 H 0.1341
16 H 0.1160
17 H 0.1645
18 H 0.0737
19 H 0.1102
20 H 0.0894



No. 2
Molecular formula: C29H26B11Br8ClNOPPd
Method: DFT, the ωB97M-V functional and the def2-TZVPD basis

Output
Kohn-Sham gap (spin up / spin down): 0.1051 / 0.1060 Ha
Energy: -23044.398316 Eh

```
! wB97M-V def2-TZVPD RIJCOSX def2/J DEFGRID3
* xyz 4 1
Pd 0.32996 -0.21625 0.17273
Br 0.59430 2.58988 1.78338
B 0.13226 2.31873 3.66708
B 0.92885 3.08503 5.09511
C 0.80681 1.90162 6.32485
B 1.16337 1.35744 4.74848
B 0.11004 0.41796 5.84520
B -0.77016 1.58404 6.87553
B -0.24774 3.21954 6.42937
B -0.74966 3.54707 4.70640
Br -1.20909 5.32213 4.05324
B -1.84392 2.60448 5.85714
Br -3.54523 3.30485 6.48381
B -1.60406 0.78888 5.47945
Br -3.03649 -0.50575 5.69014
B -0.36229 0.67557 4.13568
Br -0.35003 -0.74095 2.74883
B -1.61841 2.00036 4.10503
Br -3.01598 2.03151 2.75178
H 1.83332 3.82025 5.03900
H 1.60013 1.85593 7.05792
H 2.22313 0.96159 4.46009
H 0.48686 -0.59398 6.28327
H -0.98879 1.32964 7.99027
H -0.11785 4.04549 7.24174
C 1.83431 -3.71081 -0.19753
C 0.38775 -3.72902 -0.53252
C -0.27867 -4.92720 -0.86325
C -1.61977 -4.90287 -1.15005
C -2.33123 -3.68570 -1.12040
C -3.72953 -3.54779 -1.39852
Br -4.76383 -5.04099 -1.92549
C -4.35368 -2.31167 -1.28051
C -3.64594 -1.18864 -0.89027
Br -4.47144 0.48829 -0.70043
C -2.24612 -1.24424 -0.60683
O -1.63146 -0.20318 -0.22802
C -1.59645 -2.53041 -0.75505
N -0.28048 -2.59046 -0.49008
H 2.22414 -4.71745 -0.08088
H 1.99105 -3.15275 0.72727
H 2.40177 -3.22872 -0.99423
H 0.27833 -5.85442 -0.86808
H -2.13616 -5.82241 -1.38700
H -5.41281 -2.22214 -1.48216
Cl 2.55077 -0.07420 0.52247
C 3.32229 0.39639 -0.95177
C 4.67999 0.66629 -0.95411
C 5.30164 0.98117 -2.15581
C 4.57058 1.01631 -3.33501
C 3.20665 0.77560 -3.31879
C 2.56411 0.46353 -2.11960
P 0.76842 0.15948 -2.08798
C 0.38288 -1.14139 -3.26598
C -0.89945 -1.15805 -3.83362
C -1.18125 -2.04425 -4.85316
C -0.20794 -2.93829 -5.28709
C 1.04800 -2.95743 -4.68976
C 1.34815 -2.06827 -3.67552
C -0.09927 1.63864 -2.66000
C -0.08073 1.94406 -4.02553
C -0.59835 3.15628 -4.44774
C -1.15951 4.04263 -3.53804
C -1.21039 3.71541 -2.18877
C -0.69041 2.51037 -1.74587
H 5.25556 0.63378 -0.04185
H 6.36235 1.18830 -2.16417
H 5.06555 1.23446 -4.26906
H 2.63533 0.82661 -4.23242
H -1.64908 -0.45406 -3.49576
H -2.15136 -2.02970 -5.32314
H -0.42723 -3.62015 -6.09308
H 1.79551 -3.65634 -5.03005
H 2.33303 -2.06229 -3.22884
H 0.33024 1.25354 -4.74903
H -0.55173 3.40905 -5.49576
H -1.56837 4.98037 -3.88180
H -1.65015 4.40127 -1.48293
H -0.76496 2.22838 -0.70193
*
```

In the Löwdin picture, each atom carries the following charge in e:
1 Pd 0.4002
2 Br 0.9084
3 B -0.8447
4 B -0.1781
5 C 0.0920
6 B -0.2128
7 B -0.1811
8 B -0.1916
9 B -0.1900
10 B -0.7651
11 Br 1.1133
12 B -0.7527
13 Br 1.1410
14 B -0.8044
15 Br 1.0516
16 B -0.8095
17 Br 0.9226
18 B -0.8921
19 Br 0.8964
20 H 0.1806
21 H 0.2103
22 H 0.1769
23 H 0.1788
24 H 0.1795
25 H 0.1804
26 C 0.0120
27 C -0.2597
28 C 0.0761
29 C 0.0517
30 C -0.1515
31 C -0.4745
32 Br 1.0786
33 C -0.0933
34 C -0.5003
35 Br 1.0081
36 C -0.3049
37 O -0.1326
38 C -0.1363
39 N 0.1450
40 H 0.1039
41 H 0.0839
42 H 0.0900
43 H 0.1464
44 H 0.1140
45 H 0.1307
46 Cl 0.7813
47 C -0.5899
48 C -0.0555
49 C -0.0051
50 C -0.0133
51 C -0.0484
52 C -0.3491
53 P 1.0825
54 C -0.3567
55 C -0.1008
56 C -0.0397
57 C -0.0161
58 C -0.0291
59 C -0.0723
60 C -0.3472
61 C -0.0728
62 C -0.0264
63 C -0.0179
64 C -0.0416
65 C -0.1085
66 H 0.1264
67 H 0.1361
68 H 0.1324
69 H 0.1164
70 H 0.1104
71 H 0.1221
72 H 0.1277
73 H 0.1269
74 H 0.1103
75 H 0.1133
76 H 0.1278
77 H 0.1281
78 H 0.1181
79 H 0.0336



No. 3
Molecular formula: C3H2O
Method: DFT, the ωB97M-V functional and the def2-TZVPD basis

Output
Kohn-Sham gap (spin up / spin down): 0.2395 / 0.2389 Ha
Energy: -190.309516 Eh
Energy above the lowest of the compared OMol25 structures with the same formula, charge and spin: 926.8 kJ/mol

```
! wB97M-V def2-TZVPD RIJCOSX def2/J DEFGRID3
* xyz 0 1
C -1.97270 -0.16071 0.35029
C -2.96170 0.20745 -0.11850
C 0.68995 -0.33973 0.35013
O 1.63489 0.30781 -0.25645
H 0.81510 -1.28863 -0.22125
H 1.79446 1.27382 -0.10422
*
```

In the Löwdin picture, each atom carries the following charge in e:
1 C -0.1335
2 C -0.0973
3 C 0.0512
4 O -0.0092
5 H 0.0474
6 H 0.1414



No. 4
Molecular formula: C3H6N2O2
Method: DFT, the ωB97M-V functional and the def2-TZVPD basis

Output
Kohn-Sham gap: 0.3308 Ha
Energy: -377.640619 Eh
SMILES: [H]/N=C/NOCC=O
Energy above the lowest of the compared OMol25 structures with the same formula, charge and spin: 836.8 kJ/mol

```
! wB97M-V def2-TZVPD RIJCOSX def2/J DEFGRID3
* xyz 0 1
H -1.55981 -1.70219 -2.93226
N -1.74275 -1.21636 -2.16908
C -0.53572 -0.56934 -1.53877
N -1.05598 0.35519 -0.75190
O -0.17858 0.79157 0.34920
C 0.63899 -0.07286 1.11933
C 1.50559 1.11912 1.62987
O 1.59258 2.25978 1.15877
H 0.57725 -0.43070 -1.74776
H -2.28241 0.12426 -0.52322
H 0.20136 -0.67252 2.07574
H 0.95912 -0.83029 0.57885
H 1.88037 0.84434 2.75124
*
```

In the Löwdin picture, each atom carries the following charge in e:
1 H -0.0948
2 N 0.0377
3 C -0.1973
4 N -0.0412
5 O -0.1813
6 C -0.1606
7 C -0.1955
8 O 0.0524
9 H 0.1506
10 H 0.2745
11 H 0.1671
12 H 0.0424
13 H 0.1461



No. 5
Molecular formula: C5H14N2
Method: DFT, the ωB97M-V functional and the def2-TZVPD basis

Output
Kohn-Sham gap: 0.3740 Ha
Energy: -308.400821 Eh
SMILES: CCC[C@@H](N)CN
Energy above the lowest of the compared OMol25 structures with the same formula, charge and spin: 58.4 kJ/mol

```
! wB97M-V def2-TZVPD RIJCOSX def2/J DEFGRID3
* xyz 0 1
C -1.34579 1.43985 -1.77140
C -1.24174 1.74706 -0.25876
C -0.95095 0.57401 0.64733
C 0.39453 -0.14215 0.34235
N 1.50831 0.52827 0.99038
C 0.40566 -1.63643 0.65683
N 1.17539 -2.39816 -0.35210
H -0.38706 1.22033 -2.24016
H -2.05032 0.60808 -1.87013
H -1.71880 2.32517 -2.26929
H -0.57101 2.59046 -0.12107
H -2.20901 2.18008 0.02010
H -1.71196 -0.19980 0.54704
H -0.95775 0.85914 1.69755
H 0.43006 -0.09708 -0.75766
H 1.68191 1.42356 0.54681
H 2.35152 -0.02521 0.88063
H 0.87084 -1.76982 1.63514
H -0.60366 -2.04416 0.65152
H 1.99269 -2.82329 0.05388
H 0.61002 -3.05193 -0.86474
*
```

In the Löwdin picture, each atom carries the following charge in e:
1 C -0.1073
2 C -0.2681
3 C -0.1876
4 C -0.4283
5 N 0.0441
6 C -0.2334
7 N -0.0027
8 H 0.0617
9 H 0.0769
10 H 0.0616
11 H 0.0981
12 H 0.1017
13 H 0.1001
14 H 0.1104
15 H 0.1109
16 H 0.0697
17 H 0.0672
18 H 0.1122
19 H 0.1040
20 H 0.0536
21 H 0.0552



No. 6
Molecular formula: H10O5
Method: DFT, the ωB97M-V functional and the def2-TZVPD basis

Output
Kohn-Sham gap: 0.3830 Ha
Energy: -382.187727 Eh
SMILES: O.O.O.O.O
Energy above the lowest of the compared OMol25 structures with the same formula, charge and spin: 95.7 kJ/mol

```
! wB97M-V def2-TZVPD RIJCOSX def2/J DEFGRID3
* xyz 0 1
O 5.33559 -20.21711 -15.60576
H 4.43494 -19.87990 -15.69178
H 5.23084 -21.16393 -15.45088
O 6.90402 -16.33121 -16.97174
H 5.96182 -16.34574 -16.78306
H 7.09597 -17.22001 -17.33327
O 6.97722 -19.06236 -17.69065
H 7.85221 -19.46201 -17.77719
H 6.46717 -19.68741 -17.14134
O 7.51438 -21.09465 -19.84530
H 7.49963 -21.73312 -19.12419
H 6.67475 -20.62528 -19.77572
O 5.13300 -17.47870 -19.43433
H 6.01765 -17.22227 -19.71530
H 5.27517 -18.27470 -18.91384
*
```

In the Löwdin picture, each atom carries the following charge in e:
1 O -0.0402
2 H 0.0606
3 H 0.0568
4 O -0.0834
5 H 0.0245
6 H -0.0139
7 O -0.0697
8 H 0.0663
9 H 0.0250
10 O -0.0569
11 H 0.0332
12 H 0.0260
13 O -0.0620
14 H 0.0382
15 H -0.0045



Q: Look up the energy of the sixth one.
A: -382.187727 Eh



Q: Among the records above, which one has the highest energy?
A: C3H2O